1.
33
Properties=species:S:1:pos:R:3:forces:R:3:lowdin_charge:R:1 method="wB97M-V/def2-TZVPD" total_charge=+1 energy_ev=-12207.27100 e_homo_ev="-12.047 / -12.047" e_above_lowest_kj_mol=139.8
C -0.92756 -2.50082 0.86103 0.738 1.294 -0.378 -0.087
C -0.37890 -1.09701 1.00454 3.990 -2.266 -0.111 -0.128
C 2.41827 1.09872 0.24680 2.546 -2.737 1.968 -0.063
C 0.58275 1.39456 2.11639 4.248 -0.487 2.179 -0.062
C 2.03149 -2.02681 0.93862 -0.354 0.216 2.239 -0.040
C -1.49542 2.16009 -1.79645 -2.125 3.752 -0.012 -0.046
C -0.30814 0.15770 -1.72599 -3.880 -3.809 -3.402 0.183
C -2.64545 0.08115 -2.53951 0.778 -0.929 0.435 0.048
C 1.61779 0.49824 1.43392 1.121 -2.970 1.331 -0.332
C 0.99206 -0.95045 1.12357 -1.849 2.073 -1.150 -0.241
N -1.36791 0.81727 -2.05904 0.172 -4.070 -0.915 -0.178
H -1.96085 -2.41150 0.93142 -2.014 -0.322 0.467 0.045
H -0.52963 -3.12360 1.63728 0.046 -0.577 0.218 0.084
H -1.06125 -0.33680 1.19319 -0.895 1.461 0.328 0.070
H 1.83237 1.69168 -0.32923 -1.541 2.197 -1.765 0.014
H 3.38599 1.57204 0.54142 -1.151 0.270 0.069 0.105
H 2.83038 0.27922 -0.37661 -0.524 0.238 0.065 0.077
H 0.03560 1.93739 1.48237 -1.902 2.460 -2.783 0.018
H -0.11316 0.84215 2.65642 -0.905 -1.130 1.272 0.053
H 1.13651 2.06596 2.83115 -0.783 -0.386 -0.759 0.116
H 2.83834 -1.61188 0.39344 0.858 0.161 -0.879 0.053
H 1.78508 -3.03163 0.60388 -0.422 0.283 -0.217 0.084
H 2.47123 -2.13593 1.96499 -0.228 -0.201 -0.642 0.114
H -2.52536 2.33545 -1.45437 0.300 0.023 0.252 0.118
H -0.83651 2.41221 -1.02040 0.954 0.704 0.993 0.083
H -1.41079 2.91960 -2.62973 0.362 -1.398 0.336 0.149
H -0.75765 -2.90508 -0.11946 0.447 -0.493 -0.435 0.067
H -0.15482 -0.91949 -2.05756 -0.944 1.336 0.535 0.162
H 0.50516 0.46778 -1.27109 3.522 2.618 2.126 0.025
H -2.38058 -0.70045 -3.27735 0.158 0.612 0.282 0.101
H -3.05758 -0.51919 -1.64560 0.336 1.522 -1.265 0.135
H -3.31841 0.81270 -3.03525 0.403 -0.537 0.776 0.110
H 2.42788 0.14300 2.21481 -1.462 1.092 -1.155 0.163


2.
21
Properties=species:S:1:pos:R:3:forces:R:3:lowdin_charge:R:1 method="wB97M-V/def2-TZVPD" energy_ev=-39914.60098 e_homo_ev=-8.561 e_above_lowest_kj_mol=25.4
C -0.64376 -2.99942 -0.43089 -0.795 -2.262 -1.855 -0.217
C -1.05249 -1.74440 0.03410 -2.284 1.570 0.103 -0.156
C 0.67677 -3.28213 -0.21305 0.406 0.533 0.657 -0.393
C -0.09164 -1.01804 0.67763 -0.157 -2.477 -0.641 -0.635
C 1.52300 1.31562 -0.51068 -3.077 0.417 -4.636 -0.158
C -0.25612 0.17977 1.39262 -0.209 5.397 -1.917 -0.093
C -1.00455 1.94832 -0.46096 0.613 0.826 -1.784 -0.609
C 0.24443 1.67079 0.28081 0.073 -4.224 -0.463 -0.969
S 1.33008 -1.91928 0.59115 2.101 -0.335 0.815 1.034
Cl 0.63088 2.96814 1.26660 0.433 1.890 2.056 0.725
I -0.80179 3.68239 -1.84383 -0.060 -0.369 0.252 0.697
H -1.26173 -3.74607 -1.01711 0.478 1.209 0.966 0.124
H -2.06343 -1.23609 -0.02369 1.042 -1.293 -0.149 0.138
H 1.33231 -4.17615 -0.35346 -1.004 1.021 -0.149 0.087
H 1.80210 2.24271 -1.14932 -0.528 -1.539 0.864 0.073
H 2.28842 1.17292 0.11894 2.808 -0.713 2.456 0.008
H 1.44550 0.38186 -1.23984 -0.140 1.989 1.575 0.120
H 0.29382 0.48388 2.22708 1.517 -0.460 1.197 0.064
H -1.24312 0.56820 1.64577 -0.395 -0.870 -0.370 0.105
H -1.77109 2.28665 0.16807 -1.033 0.351 0.932 0.015
H -1.37758 1.22032 -1.15994 0.213 -0.663 0.091 0.037


3.
26
Properties=species:S:1:pos:R:3:forces:R:3:mulliken_spin:R:1 method="wB97M-V/def2-TZVPD" energy_ev=-32789.18720 e_homo_ev="-8.991 / -8.991" spin_multiplicity=2
Sn 6.40902 -11.52096 -5.31289 -0.600 1.409 -0.569 1.016
O 1.29179 -6.77206 -11.99508 2.195 -1.505 2.148 0.000
C 2.14906 -7.43078 -11.41421 -0.541 0.216 -1.513 0.000
O 2.25357 -7.79690 -10.11025 -0.512 0.112 -1.013 0.000
B 3.20745 -8.91168 -9.98088 0.329 0.382 0.178 0.005
O 3.92493 -8.98771 -11.25914 -0.156 0.189 -0.262 -0.001
C 3.38783 -8.15664 -12.14290 0.344 0.863 -3.783 0.000
O 3.74436 -7.99458 -13.34282 -1.305 -0.643 4.795 0.000
O 2.57696 -10.20352 -9.61535 0.736 -1.237 2.256 0.000
C 3.09475 -10.69898 -8.42649 -2.240 -1.233 -1.653 0.003
O 2.80811 -11.74448 -7.84936 0.739 2.379 -1.409 0.001
C 4.08733 -9.68062 -7.95640 1.133 2.537 -1.462 -0.002
O 4.19083 -8.65695 -8.85586 -0.632 -2.242 1.783 -0.001
O 4.73774 -9.76012 -6.93876 0.660 -0.436 0.568 -0.020
C 10.44533 -7.31823 -3.29851 1.028 0.354 1.700 0.000
C 10.71187 -7.41370 -4.79364 -0.583 0.074 1.327 0.001
C 9.40872 -7.13924 -5.47783 -1.732 0.526 -1.441 -0.005
C 8.24285 -7.98698 -5.14536 1.528 0.475 -0.417 0.010
N 7.37614 -8.71100 -4.99604 -0.913 -1.377 0.280 -0.007
H 9.87307 -6.45834 -2.95037 -0.527 -0.022 -0.528 0.000
H 11.33839 -7.17074 -2.69122 0.602 -0.059 -0.404 0.000
H 10.05938 -8.21710 -2.81772 -0.547 -0.109 -0.513 0.000
H 11.09440 -8.42173 -4.95380 0.171 0.244 -0.618 0.000
H 11.38030 -6.61772 -5.12184 0.316 -0.385 0.017 0.000
H 9.43196 -7.10478 -6.56703 0.363 -0.712 -0.274 0.000
H 9.06487 -6.11194 -5.35733 0.144 0.199 0.806 0.000


4.
19
Properties=species:S:1:pos:R:3:forces:R:3:lowdin_charge:R:1 method="wB97M-V/def2-TZVPD" total_charge=+1 energy_ev=-8806.13251 e_homo_ev=-12.861 e_above_lowest_kj_mol=154.5
N -2.74797 -0.64911 0.43477 -0.713 0.514 -0.484 0.056
C -1.81055 0.33304 0.74090 0.510 -0.499 0.563 -0.121
C -0.65180 0.47635 0.08633 -0.307 -0.819 0.370 -0.225
N -0.54464 -0.18915 -1.23567 -0.132 -0.054 0.127 0.197
C 0.65486 0.90404 0.68720 0.688 1.573 -0.235 -0.144
C 1.82174 -0.05415 0.44700 -0.356 -0.408 0.118 -0.227
N 2.01273 -0.36900 -0.97913 -0.026 -0.196 0.259 -0.011
H -2.47522 -1.61106 0.57224 0.296 0.061 -0.012 0.105
H -3.64620 -0.50168 0.87043 -0.041 0.008 -0.109 0.099
H -1.99642 0.94137 1.61980 0.183 -0.065 0.123 0.134
H -0.55986 0.50493 -1.98295 -0.169 0.097 -0.027 0.170
H -1.32119 -0.83168 -1.38453 -0.056 0.011 -0.016 0.147
H 0.43387 -0.62387 -1.30012 0.114 -0.112 -0.103 0.100
H 0.61217 1.01007 1.76790 -0.555 -0.133 0.093 0.127
H 0.94260 1.91923 0.37581 0.034 -0.141 -0.330 0.125
H 1.55171 -0.98752 0.95023 0.235 -0.093 -0.083 0.127
H 2.73608 0.31458 0.91868 -0.178 0.162 -0.003 0.125
H 2.22797 0.45899 -1.52202 0.407 0.023 0.052 0.107
H 2.76012 -1.04540 -1.06686 0.064 0.070 -0.304 0.108


5.
21
Properties=species:S:1:pos:R:3:forces:R:3:lowdin_charge:R:1 method="wB97M-V/def2-TZVPD" energy_ev=-36823.37458 e_homo_ev=-8.651 smiles="C[P@](N)(=O)Cl.O=C=CCC(=O)O" e_above_lowest_kj_mol=0.0
C -3.23854 -1.69029 0.25111 2.675 1.507 4.101 -0.132
P -1.47095 -0.93123 0.57205 -2.483 -2.015 -0.230 0.216
N -1.36661 -0.93765 2.23061 0.621 -0.771 -0.519 -0.097
O -1.32002 0.30895 -0.17069 0.012 1.639 -0.132 -0.371
Cl -0.00181 -2.16857 -0.09970 -0.248 -0.455 0.357 0.389
H -3.41556 -1.71655 -0.74965 -0.526 -0.864 -2.773 -0.004
H -3.79424 -0.83349 0.64467 -0.133 0.017 0.012 0.041
H -3.44846 -2.51936 0.95903 0.229 0.183 -1.088 0.059
H -1.23342 -0.05500 2.69334 0.186 0.192 0.074 0.065
H -0.72800 -1.67691 2.53496 -0.291 0.532 0.310 0.052
O 3.04637 -0.87392 1.52321 -0.427 0.239 -0.366 0.147
C 2.90504 -0.21098 0.57412 0.643 0.457 -0.488 -0.206
C 2.88356 0.57337 -0.49038 -0.808 -0.497 -0.655 -0.077
C 1.75909 0.78125 -1.50140 -2.170 2.443 1.479 -0.085
C 1.19612 2.31759 -1.36896 0.607 -2.755 -0.054 -0.552
O 1.64694 3.17263 -2.04463 1.030 1.452 -0.998 0.110
O 0.21624 2.56421 -0.53038 -1.397 -0.812 1.133 0.097
H 3.77945 1.11388 -0.79365 0.052 -0.256 0.646 0.125
H 2.07987 0.81069 -2.50903 0.788 -0.399 -0.883 0.090
H 0.80815 0.22235 -1.46583 0.910 -0.522 0.441 0.066
H -0.30321 1.74901 -0.25880 0.733 0.686 -0.366 0.069


6.
61
Properties=species:S:1:pos:R:3:forces:R:3:mulliken_spin:R:1 method="wB97M-V/def2-TZVPD" total_charge=+1 energy_ev=-54734.62768 e_homo_ev="-10.406 / -11.170" e_above_lowest_kj_mol=0.0 spin_multiplicity=5
Ir -0.50882 -1.83908 -0.68022 0.089 0.175 0.294 2.505
N 1.80853 -2.52462 -0.60347 0.100 0.049 0.036 0.186
C 2.46115 -1.72191 0.38814 -0.078 -0.102 -0.213 -0.071
C 3.59454 -0.99793 0.04826 0.058 0.032 0.013 0.022
C 4.21771 -0.19526 0.99045 0.004 -0.095 0.039 0.003
C 3.69386 -0.10814 2.27229 0.034 -0.175 -0.059 0.010
C 2.55426 -0.82535 2.59803 0.035 -0.027 0.054 -0.002
C 1.91737 -1.65178 1.67239 -0.073 -0.043 0.098 0.109
C 0.71819 -2.44315 2.07226 0.071 0.092 0.116 -0.067
C 0.66947 -3.00258 3.34832 0.053 0.000 0.077 -0.011
C -0.44460 -3.70162 3.79093 0.026 0.009 -0.031 0.063
C -1.54243 -3.86806 2.95848 0.003 0.046 -0.033 -0.043
C -1.51022 -3.33204 1.68014 0.088 -0.097 0.144 -0.008
C -0.39091 -2.62233 1.23080 -0.292 -0.001 -0.268 0.421
H 2.29765 -2.53478 -1.49098 0.017 0.021 0.035 -0.015
H 1.64521 -3.48079 -0.30215 0.099 0.008 0.006 -0.007
H 4.00051 -1.08264 -0.95367 0.005 0.003 0.009 -0.002
H 5.10989 0.35530 0.72328 0.006 0.000 -0.009 0.000
H 4.16676 0.51998 3.01521 -0.007 0.002 -0.003 0.000
H 2.13226 -0.73133 3.59100 0.004 -0.014 -0.014 0.001
H 1.52804 -2.90267 4.00151 -0.022 -0.002 0.000 0.002
H -0.44852 -4.12678 4.78577 0.008 -0.006 -0.004 0.004
H -2.40906 -4.42142 3.29536 0.002 0.008 0.008 0.000
H -2.35908 -3.48453 1.02413 0.011 -0.001 -0.014 0.025
N -2.91270 -1.36769 -1.14052 -0.109 0.146 -0.093 0.128
C -3.29673 0.00845 -0.92487 0.026 -0.220 -0.055 0.013
C -4.63048 0.34935 -0.73597 0.002 0.024 0.006 0.011
C -4.98777 1.67520 -0.56054 0.019 0.013 -0.001 0.000
C -4.01779 2.67155 -0.58663 -0.033 -0.035 0.000 0.006
C -2.69076 2.32824 -0.76106 0.031 0.034 0.045 0.000
C -2.31308 0.99349 -0.91488 0.054 0.073 0.024 -0.119
P -0.56331 0.52288 -1.01130 -0.021 -0.131 -0.007 0.427
C 0.22365 1.35291 0.38967 0.051 0.036 -0.035 -0.027
C 1.55051 1.77288 0.30311 -0.017 0.071 -0.022 0.052
C 2.15832 2.37239 1.39552 -0.127 0.099 -0.018 -0.008
C 1.45618 2.53375 2.58207 -0.034 0.031 -0.047 0.019
C 0.14723 2.08102 2.68449 0.025 0.001 -0.049 -0.005
C -0.47111 1.49319 1.59146 0.051 -0.034 0.043 0.030
C 0.11259 1.22750 -2.52915 -0.001 -0.051 -0.015 0.014
C 0.27082 0.38674 -3.62881 0.006 0.039 -0.035 -0.007
C 0.70703 0.90168 -4.84227 0.010 0.007 0.048 0.002
C 0.99368 2.25353 -4.95416 -0.004 0.009 0.017 0.002
C 0.84455 3.09402 -3.85642 0.021 -0.001 -0.013 0.001
C 0.40537 2.58686 -2.64523 0.013 0.020 -0.004 0.003
H -2.87792 -1.58794 -2.13310 -0.053 0.021 0.013 -0.003
H -3.57820 -2.01081 -0.72356 0.028 0.025 0.039 -0.007
H -5.38817 -0.42501 -0.74000 0.006 0.005 -0.001 0.001
H -6.02745 1.93421 -0.41180 0.002 -0.002 -0.005 0.000
H -4.29603 3.70858 -0.45723 -0.005 -0.010 -0.005 0.000
H -1.93427 3.10337 -0.74410 0.011 -0.014 -0.016 0.003
H 2.10737 1.64322 -0.61782 -0.031 0.014 0.036 -0.001
H 3.18303 2.71218 1.31951 -0.030 0.003 -0.006 0.001
H 1.93099 3.00948 3.43021 0.002 -0.007 0.007 0.000
H -0.39653 2.19254 3.61318 -0.004 0.007 -0.005 0.000
H -1.49292 1.14667 1.67656 -0.043 0.002 -0.010 -0.007
H 0.05271 -0.67169 -3.53864 0.002 0.015 -0.009 -0.041
H 0.82793 0.24583 -5.69418 -0.003 0.001 0.008 0.001
H 1.34143 2.65576 -5.89659 -0.011 0.002 0.005 0.000
H 1.07636 4.14707 -3.94420 -0.002 -0.001 -0.005 0.001
H 0.31264 3.24630 -1.79046 -0.030 -0.015 -0.017 0.001
I -0.72894 -3.56417 -2.65857 -0.039 -0.057 -0.098 0.385